ORCA calculation (ωB97M-V with the def2-TZVPD basis set) on C2H5NS2 in the gas phase in a non-equilibrium geometry.

Geometry (Å):
S 1.945 -0.586 -0.463
S -1.734 -1.178 -0.292
N -0.887 1.242 -0.390
C -0.682 0.026 0.091
C 0.571 -0.327 0.827
H 1.289 -1.344 -1.219
H -0.125 1.790 -0.538
H 0.960 0.374 1.582
H -1.729 1.384 -0.804
H 0.390 -1.380 1.207

Summary:
* SMILES: NC(=S)CS
* M: 107.2 g mol⁻¹
* total charge: 0
* HOMO-LUMO gap: 0.32399 Ha
* calculated total energy: -930.313523 Eh

ORCA calculation (ωB97M-V with the def2-TZVPD basis set) on C6H6 in the gas phase in a non-equilibrium geometry.

Geometry (Å):
C 1.114 1.113 0.374
C 1.076 -0.251 -0.091
C 0.202 1.637 -0.482
C 1.705 -1.378 0.087
C -0.248 0.345 -0.560
C -1.689 0.015 0.100
H 2.669 -1.376 0.586
H -2.007 0.713 0.814
H -0.307 2.591 -0.392
H -1.540 -0.870 0.693
H 1.427 -2.415 -0.418
H -2.401 -0.122 -0.712

Summary:
* SMILES: C=C1C2=C[C@@]12C
* M: 78.1 g mol⁻¹
* total charge: 0
* HOMO-LUMO gap: 0.32250 Ha
* calculated total energy: -232.013363 Eh

ORCA calculation (ωB97M-V with the def2-TZVPD basis set) on C4H7O2P2 as an isolated structure in a non-equilibrium geometry.

Geometry (Å):
P 1.006 1.997 0.212
P -2.306 -1.162 0.039
O 2.158 0.271 -0.639
O 2.704 -1.802 -0.024
C 1.950 -0.813 0.000
C -0.070 0.555 0.697
C 0.645 -0.715 0.749
C -0.831 -0.282 -0.399
H 0.859 2.362 -1.218
H -0.427 -0.212 -1.434
H -3.238 -0.502 -0.810
H 0.394 -1.495 1.543
H -0.003 3.046 0.640
H -2.188 -2.240 -0.922
H -0.653 0.992 1.567

Summary:
* M: 149.0 g mol⁻¹
* total charge: -1
* HOMO-LUMO gap: 0.29586 Ha
* calculated total energy: -989.761072 Eh

ORCA calculation (ωB97M-V with the def2-TZVPD basis set) on C18H31N3O2S2 in the gas phase in a non-equilibrium geometry.

Geometry (Å):
S 4.151 0.634 0.632
S -2.001 -0.417 -2.302
O 3.252 1.673 1.049
O 5.316 0.381 1.431
N -0.623 0.543 -0.256
N -0.120 -1.609 -0.966
N 4.553 0.937 -0.981
C 2.007 -0.706 -0.242
C -5.028 -1.517 -0.106
C 0.524 -4.176 0.091
C 3.534 -2.062 1.029
C 5.552 0.004 -1.445
C -0.843 -0.452 -1.122
C -1.763 2.341 0.921
C -4.104 1.461 0.417
C 4.862 2.326 -1.247
C -5.178 -0.745 1.199
C -2.908 1.431 1.367
C 2.673 -3.139 0.874
C -5.337 0.762 0.992
C 0.063 2.814 -0.758
C 1.107 -1.766 -0.334
C -1.107 1.899 -0.390
C 1.460 -3.013 0.214
C 3.185 -0.857 0.456
H -3.236 1.753 2.359
H -4.319 -0.941 1.843
H 4.458 -2.142 1.578
H 0.892 -5.025 0.661
H 6.516 0.160 -0.949
H -5.586 1.223 1.952
H -4.977 -2.586 0.090
H -2.535 0.409 1.457
H -0.495 -2.400 -1.471
H -0.996 2.363 1.700
H -6.179 0.931 0.317
H 5.864 2.599 -0.899
H -0.467 -3.912 0.458
H 2.939 -4.096 1.300
H -6.065 -1.112 1.724
H 0.851 2.747 -0.010
H -5.878 -1.329 -0.758
H -3.838 0.997 -0.532
H 5.203 -1.003 -1.225
H -4.125 -1.226 -0.637
H 4.787 2.509 -2.319
H -4.365 2.503 0.214
H -0.274 3.845 -0.820
H 0.057 0.401 0.479
H 0.427 -4.484 -0.951
H 5.673 0.115 -2.522
H 1.820 0.244 -0.713
H -2.136 3.358 0.793
H 4.125 2.928 -0.720
H 0.473 2.528 -1.725
H -1.844 1.897 -1.197

Summary:
* SMILES: CCCCCC[C@@H](C)NC(=S)Nc1cc(S(=O)(=O)N(C)C)ccc1C
* M: 385.6 g mol⁻¹
* total charge: 0
* HOMO-LUMO gap: 0.31929 Ha
* calculated total energy: -1815.619872 Eh

ORCA calculation (ωB97M-V with the def2-TZVPD basis set) on a 2-piece molecular cluster, C3H4BrNO overall in a non-equilibrium geometry.

Geometry (Å):
Br 1.877 0.020 -0.702
O 1.553 0.720 1.934
N -1.434 0.339 -0.519
C 1.849 -0.127 1.164
C -1.272 -0.727 -1.172
C -1.399 1.476 -0.161
H -0.205 -0.880 -1.561
H -1.357 1.808 0.802
H 2.388 -1.052 1.422
H -2.001 -1.578 -1.207

Summary:
* M: 150.0 g mol⁻¹
* total charge: 0
* HOMO-LUMO gap: 0.30004 Ha
* calculated total energy: -2820.585539 Eh

ORCA calculation (ωB97M-V with the def2-TZVPD basis set) on C6H10O as an isolated structure in a non-equilibrium geometry.

Geometry (Å):
O -0.433 0.385 1.447
C 0.786 0.599 -0.311
C 0.660 1.264 1.059
C 0.299 -1.854 0.577
C -0.161 -0.450 0.305
C -1.265 -0.130 -0.693
C -0.352 0.969 -1.306
H -2.145 0.235 -0.159
H 1.237 -1.871 1.147
H 0.451 2.347 1.043
H -0.097 0.765 -2.351
H -0.459 -2.419 1.125
H -0.726 1.996 -1.240
H 1.763 0.361 -0.744
H -1.538 -0.951 -1.356
H 1.354 0.951 1.831
H 0.483 -2.348 -0.385

Summary:
* M: 98.1 g mol⁻¹
* total charge: 0
* HOMO-LUMO gap: 0.37963 Ha
* calculated total energy: -309.783763 Eh

ORCA calculation (ωB97M-V with the def2-TZVPD basis set) on C3H8N3O as an isolated structure in a non-equilibrium geometry.

Geometry (Å):
O -0.986 0.054 -0.102
N -0.750 -0.396 1.111
N 0.906 0.140 -1.715
N 0.783 2.254 -2.831
C 0.823 1.156 -2.402
C 0.494 -1.099 1.301
C -1.600 -0.215 2.039
H 1.330 -0.424 1.100
H -2.512 0.322 1.825
H 0.361 2.797 -3.551
H 1.554 -0.600 -1.922
H 0.573 -1.475 2.318
H -0.103 0.022 -0.807
H -1.423 -0.597 3.030
H 0.548 -1.939 0.605

Summary:
* M: 102.1 g mol⁻¹
* total charge: +1
* HOMO-LUMO gap: 0.40261 Ha
* calculated total energy: -358.279098 Eh

ORCA calculation (ωB97M-V with the def2-TZVPD basis set) on C4H8O2 in the gas phase.

Geometry (Å):
O -1.044 -0.118 -0.977
O 1.869 0.342 0.545
C 0.078 -0.952 -0.653
C 1.424 -0.221 -0.672
C -1.524 0.675 0.015
C -1.306 0.468 1.310
H 0.067 -1.699 -1.446
H -1.583 1.185 2.066
H -0.026 -1.488 0.299
H 2.186 -0.963 -0.934
H -2.137 1.492 -0.370
H 1.460 1.210 0.659
H -0.853 -0.457 1.635
H 1.389 0.525 -1.478

Summary:
* SMILES: C=COCCO
* M: 88.1 g mol⁻¹
* total charge: 0
* HOMO-LUMO gap: 0.36302 Ha
* calculated total energy: -307.633085 Eh

Results for energy relative to the best compared isomer or geometry (same formula, charge and spin): 0.706, 5.795, 0.000, 0.138, 3.478, 1.595, 3.193, 2.159 (in eV, following the order of the records).
Results for highest occupied orbital energy: -8.5, -8.3, -4.1, -8.3, -7.9, -9.3, -14.8, -8.9 (in eV, following the order of the records).